No. 1
Formula: C17H17BrEuO3S
Source: OMol25
Level of theory: ωB97M-V with the def2-TZVPD basis set

XYZ file:
```
40
Properties=species:S:1:pos:R:3:forces:R:3:mulliken_spin:R:1
C 1.30252 2.65731 -1.10137 0.588 -0.486 0.150 0.00
C 1.39764 2.36738 0.29460 0.279 -0.364 -0.730 -0.01
C 2.07374 1.12111 0.44520 0.060 0.199 -0.483 0.00
H 1.05051 3.00854 1.10180 -0.063 -0.234 -0.195 0.00
C 2.42263 0.64746 -0.85677 -0.365 0.399 0.009 0.00
C 1.93594 1.58971 -1.82201 -0.013 0.236 0.750 -0.01
H 2.02726 1.51176 -2.90870 -0.044 0.077 0.417 0.00
H 0.83430 3.53875 -1.54223 0.100 -0.392 0.122 0.00
H 2.31669 0.63079 1.39258 -0.144 0.167 -0.366 0.00
H 2.98501 -0.26328 -1.07972 -0.227 0.277 0.085 0.00
Eu -0.46228 0.48867 -0.91350 0.902 0.723 -0.527 7.01
Br -2.49145 2.15749 -1.62809 -0.661 0.361 0.172 -0.02
C -2.60259 1.62428 -5.51126 0.386 0.928 -0.076 0.00
C -1.33833 1.75949 -6.16480 -0.353 0.722 0.419 0.00
C -0.87723 3.10038 -5.95983 -0.807 -0.373 0.219 0.00
H -0.82642 0.98821 -6.73680 -0.032 0.073 0.097 0.00
C -1.85996 3.78979 -5.18314 -0.220 -0.957 -0.407 0.00
C -2.92305 2.87697 -4.90361 0.728 -0.096 -0.858 0.00
H -3.81217 3.09434 -4.31691 0.230 -0.081 -0.060 0.00
H -3.22725 0.73396 -5.49598 0.136 0.075 0.067 0.00
H 0.04515 3.52791 -6.34868 -0.088 -0.086 0.090 0.00
H -1.82141 4.83305 -4.87651 0.063 -0.182 0.041 0.00
C 1.56248 -4.07619 5.66756 0.185 -0.014 0.203 0.00
C 0.98631 -3.24833 4.56344 0.100 -0.195 -0.237 0.00
C 0.11029 -2.22582 4.91773 -0.069 0.084 -0.374 0.00
C -0.56713 -1.52253 3.93688 0.138 -0.205 -0.058 0.00
C -0.37072 -1.85692 2.58882 0.307 -0.370 0.250 0.00
C 0.61120 -2.77870 2.22158 -0.222 0.184 0.288 0.00
C 1.29028 -3.48869 3.22243 -0.269 0.272 0.059 0.00
S -1.47479 -1.11572 1.40970 1.428 1.229 -1.240 0.00
O -2.78979 -1.41956 1.89460 -0.140 -0.095 -0.102 0.00
O -1.06785 0.32505 1.43199 -0.927 -1.478 0.514 0.00
O -1.11573 -1.65426 0.04403 -0.664 -0.250 1.962 0.01
H 2.11032 -3.42099 6.35192 0.110 -0.234 0.045 0.00
H 0.76137 -4.55232 6.24604 0.156 -0.001 -0.102 0.00
H 2.22664 -4.85094 5.28113 0.028 0.042 0.125 0.00
H -0.04687 -2.01184 5.97600 -0.045 0.016 -0.249 0.00
H -1.24022 -0.72544 4.22928 -0.133 -0.097 -0.254 0.00
H 0.82279 -2.91728 1.16348 -0.135 -0.136 0.210 0.00
H 2.04215 -4.24358 2.96913 -0.305 0.262 0.023 0.00
```
Positions in Å, forces in eV/Å.

Computed properties:
**Net charge**: -2
**Calculated total energy**: -124256.0102 eV
**E_HOMO (alpha / beta)**: 0.1 / 0.1 eV
**2S+1**: 8
**Orbital gap (alpha / beta)**: 3.690 / 3.691 eV
**⟨S²⟩**: 15.76


No. 2
Formula: C17H17BrO3SZn
Source: OMol25
Level of theory: ωB97M-V with the def2-TZVPD basis set

XYZ file:
```
40
Properties=species:S:1:pos:R:3:forces:R:3:lowdin_charge:R:1
C 0.59317 2.64929 1.18199 1.155 -0.557 -0.187 -0.24
C 0.88612 1.36583 1.74184 1.543 1.207 -0.324 -0.20
C 1.66115 0.63432 0.78518 0.380 0.888 0.477 -0.22
H 0.56112 1.00928 2.71133 0.082 0.007 -0.281 0.09
C 1.81511 1.44476 -0.38048 -0.685 -0.363 0.153 -0.20
C 1.13891 2.68384 -0.14264 -0.029 0.394 0.526 -0.23
H 1.04813 3.50473 -0.84698 -0.003 -0.157 0.155 0.09
H 0.01139 3.43230 1.65426 0.012 -0.216 -0.216 0.09
H 2.03308 -0.37866 0.90351 -0.073 0.275 -0.014 0.08
H 2.32279 1.15508 -1.29425 0.022 0.101 0.131 0.07
Zn -0.47343 1.05589 -0.10150 0.512 -0.137 0.195 0.35
Br -2.44413 2.05012 0.22357 -1.353 0.218 -0.451 0.15
C -4.81178 4.10021 -1.97600 0.215 0.706 0.393 -0.25
C -3.85758 5.03037 -2.47923 -0.353 0.003 0.704 -0.24
C -3.51400 5.92285 -1.42304 -0.530 -0.528 0.051 -0.24
H -3.46382 5.05706 -3.49075 0.014 -0.028 0.061 0.04
C -4.25649 5.54373 -0.26776 -0.117 -0.292 -0.742 -0.24
C -5.05861 4.41785 -0.60998 0.385 0.502 -0.570 -0.26
H -5.73803 3.89337 0.05437 0.104 -0.009 -0.030 0.04
H -5.27170 3.29186 -2.53581 0.083 0.009 0.059 0.04
H -2.81259 6.74945 -1.48817 -0.006 -0.075 0.016 0.04
H -4.21950 6.02952 0.70269 0.041 -0.067 -0.051 0.04
C 3.77363 -5.90126 -0.89279 -0.024 0.000 0.075 -0.07
C 2.83552 -4.89441 -0.28711 -0.241 0.285 0.129 -0.30
C 2.42507 -5.05207 1.04436 -0.266 0.398 -0.115 -0.06
C 1.55486 -4.13233 1.63015 0.074 -0.069 0.035 -0.07
C 1.08777 -3.04223 0.89221 -0.850 1.433 0.118 -0.20
C 1.48238 -2.87477 -0.42975 0.029 -0.149 0.172 -0.07
C 2.35707 -3.80070 -1.01340 -0.042 -0.057 0.123 -0.05
S -0.14185 -1.84576 1.81529 -1.163 2.015 -1.021 0.50
O -1.28347 -2.67182 2.00940 -1.199 -1.621 -0.391 -0.33
O 0.53058 -1.56071 3.04559 1.420 0.378 0.584 -0.33
O -0.61847 -0.52735 1.13716 0.867 -4.665 0.365 -0.48
H 4.70709 -5.92888 -0.31799 -0.084 -0.113 -0.169 0.08
H 3.31512 -6.89700 -0.86330 0.196 0.081 -0.060 0.08
H 4.00511 -5.65021 -1.92941 0.023 -0.062 0.053 0.07
H 2.78627 -5.90120 1.63345 -0.098 0.254 -0.208 0.11
H 1.24943 -4.27403 2.66565 -0.022 0.198 -0.232 0.11
H 1.11736 -2.02764 -1.00755 0.061 -0.112 0.150 0.11
H 2.66725 -3.66067 -2.05412 -0.080 -0.076 0.338 0.11
```
Positions in Å, forces in eV/Å.

Computed properties:
**Net charge**: -2
**Calculated total energy**: -153342.1973 eV
**E_HOMO**: -0.2 eV
**Orbital gap**: 4.041 eV


No. 3
Formula: C17H17Cl2O4S
Source: OMol25
Level of theory: ωB97M-V with the def2-TZVPD basis set

XYZ file:
```
41
Properties=species:S:1:pos:R:3:forces:R:3:lowdin_charge:R:1
C -2.00328 -1.70117 -6.09549 0.264 0.176 0.144 0.01
C -1.90938 -1.08934 -4.89809 -0.185 -0.043 -0.407 -0.41
S -0.25477 -0.99830 -4.29118 0.668 1.368 -1.097 1.09
C -0.25239 -0.22455 -2.61111 -0.113 -0.598 0.597 -0.89
Cl -1.61671 0.86188 -2.46370 0.079 0.099 -0.191 0.74
C -0.21237 -1.29404 -1.50830 0.488 0.272 -0.210 -0.82
C 1.15265 -1.96509 -1.45636 -0.096 0.171 0.078 -0.11
Cl -1.52157 -2.47341 -1.72139 -0.087 0.055 0.125 0.69
H -1.34322 -1.42884 -6.91628 0.916 -1.052 0.411 0.09
H -2.71423 -2.50409 -6.26411 -1.046 1.041 -0.458 0.09
H -2.69844 -0.59438 -4.34516 -0.174 -1.285 0.864 0.06
H -0.02211 -2.29328 -4.01287 -0.366 0.035 0.406 0.01
H 0.67780 0.33450 -2.53482 -0.074 0.192 -0.263 0.09
H -0.33610 -0.73604 -0.57993 -0.309 -0.183 0.082 0.08
H 1.89623 -1.20922 -1.20144 0.033 -0.020 -0.027 0.08
H 1.44278 -2.43735 -2.39695 -0.040 -0.138 0.046 0.07
H 1.15175 -2.70397 -0.65947 0.038 -0.113 -0.085 0.10
C 4.07975 -0.02392 3.05646 -0.017 -0.019 -0.010 0.04
C 2.90308 -0.36886 2.54003 0.014 -0.013 0.011 0.03
C 2.29260 0.41344 1.44481 -0.027 -0.029 0.127 -0.37
O 1.21034 0.09245 0.97603 0.170 -0.023 -0.239 0.04
C 3.02469 1.59475 0.93852 0.006 0.002 -0.015 0.02
C 4.20137 1.94445 1.45081 -0.021 -0.004 -0.022 0.04
C 4.82463 1.15972 2.55242 0.000 0.009 0.017 -0.37
O 5.89442 1.47618 3.01472 0.006 -0.004 -0.011 0.14
H 4.54947 -0.57713 3.85943 0.012 0.017 0.005 0.13
H 2.33912 -1.22340 2.89115 -0.027 0.021 0.008 0.13
H 2.55028 2.15135 0.13942 -0.017 0.008 0.017 0.12
H 4.75948 2.80382 1.10185 0.015 -0.001 0.021 0.13
C -2.47845 1.38802 1.15191 0.052 -0.015 0.004 0.01
C -1.49312 1.24087 2.03100 -0.068 0.047 0.045 0.02
C -1.77901 0.92404 3.45407 0.014 0.009 0.022 -0.38
O -0.87763 0.78790 4.25244 0.005 -0.025 -0.012 0.11
C -3.20251 0.78271 3.85289 -0.020 -0.003 -0.015 0.03
C -4.18635 0.93250 2.96884 0.014 -0.005 0.022 0.03
C -3.90164 1.24407 1.54561 -0.022 -0.016 -0.001 -0.38
O -4.78898 1.37256 0.73005 0.010 -0.023 -0.010 0.11
H -2.29110 1.61716 0.11192 -0.059 0.061 0.005 0.07
H -0.45117 1.33799 1.76158 -0.047 0.011 0.029 0.09
H -3.38525 0.55271 4.89477 0.017 0.005 0.004 0.13
H -5.23066 0.83327 3.23591 -0.005 0.010 -0.015 0.13
```
Positions in Å, forces in eV/Å.

Computed properties:
**Net charge**: +1
**Calculated total energy**: -61963.0355 eV
**E_HOMO**: -12.2 eV
**Orbital gap**: 7.670 eV


No. 4
Formula: C17H17ClINOZn
Source: OMol25
Level of theory: ωB97M-V with the def2-TZVPD basis set

XYZ file:
```
39
Properties=species:S:1:pos:R:3:forces:R:3:lowdin_charge:R:1
C -1.29832 -1.15689 -2.60901 -0.208 0.391 -0.191 -0.16
C 1.56758 -0.26789 -3.51601 -0.079 0.317 0.136 -0.11
C -1.69502 0.10021 -2.84001 0.074 -0.437 0.012 -0.13
H -1.76892 -1.66529 -1.76641 0.069 0.145 -0.109 0.07
C 1.28258 1.00511 -3.21721 0.106 -0.317 -0.032 -0.11
H 2.52658 -0.64609 -3.16091 -0.096 0.074 -0.044 0.10
H -2.43402 0.50951 -2.15091 0.178 -0.095 -0.044 0.08
H 2.04638 1.55501 -2.66571 -0.091 -0.093 -0.064 0.10
C -1.22922 1.05811 -3.91021 0.155 0.025 -0.043 -0.20
H -2.01742 1.80191 -4.07661 0.109 -0.108 0.025 0.11
H -1.08752 0.55121 -4.86651 -0.058 0.105 0.119 0.09
C -0.28712 -2.00589 -3.33391 0.079 0.049 -0.159 -0.19
H -0.81792 -2.76879 -3.92491 0.088 0.112 0.099 0.11
H 0.27678 -2.56769 -2.57591 -0.036 0.055 -0.084 0.10
C 0.72158 -1.27959 -4.25111 -0.133 -0.081 0.061 -0.20
H 0.20018 -0.82659 -5.09611 0.104 -0.086 0.109 0.09
H 1.38478 -2.04109 -4.67841 -0.082 0.113 0.046 0.10
C 0.05488 1.82331 -3.52101 -0.177 -0.014 -0.037 -0.19
H 0.29348 2.54411 -4.31881 -0.014 -0.124 0.128 0.11
H -0.16222 2.43491 -2.63401 0.042 -0.105 -0.107 0.11
Zn -0.19012 -0.08509 0.72339 -1.185 0.023 -3.595 0.69
H -1.54962 0.05541 0.15979 -1.141 -0.226 -1.305 -0.06
Cl 0.99858 0.63411 7.16529 -0.110 -0.032 -0.669 0.66
C 0.94018 0.79421 5.41279 1.111 1.384 -0.363 -0.58
C 1.70458 1.80801 4.80659 -0.779 -0.990 0.679 -0.15
C 1.69248 1.98841 3.41359 -0.336 -0.385 -0.175 -0.62
I 2.85638 3.52411 2.54939 -0.466 -0.589 0.226 0.90
C 0.91528 1.14221 2.61569 1.132 1.707 -2.437 -0.38
O 0.84368 1.26761 1.26639 1.921 1.174 2.681 -0.28
C 0.16918 0.11841 3.21859 -0.483 -0.785 1.408 -0.18
N -0.54372 -0.69669 2.40989 -0.965 -2.869 2.890 -0.05
C -1.30972 -1.71019 2.88439 1.338 1.704 0.428 -0.07
C -1.37332 -1.92869 4.26539 0.590 0.727 0.695 -0.03
C -0.63422 -1.10829 5.13159 -0.816 -0.910 -1.049 0.01
C 0.15958 -0.06549 4.61169 -0.100 -0.199 1.050 -0.18
H 2.30938 2.46101 5.42269 -0.056 -0.065 0.029 0.09
H -1.86892 -2.33399 2.20009 0.161 0.222 -0.284 0.12
H -1.98702 -2.72769 4.66039 0.035 0.042 -0.020 0.11
H -0.68982 -1.29489 6.19589 0.119 0.140 -0.012 0.10
```
Positions in Å, forces in eV/Å.

Computed properties:
**Net charge**: 0
**Calculated total energy**: -90481.2823 eV
**E_HOMO**: -8.1 eV
**Orbital gap**: 7.066 eV


No. 5
Formula: C17H17ClN2O6S
Source: OMol25
Level of theory: ωB97M-V with the def2-TZVPD basis set

XYZ file:
```
44
Properties=species:S:1:pos:R:3:forces:R:3:lowdin_charge:R:1
C 4.00873 3.43080 0.52859 -0.280 0.271 0.226 -0.10
N 4.91692 2.33622 0.29258 0.054 -0.787 0.725 -0.34
S 4.73946 1.00549 1.27527 0.071 0.043 -0.124 0.66
O 4.49063 1.47024 2.60437 -0.329 0.183 -0.068 -0.27
O 5.86002 0.14500 1.03853 -0.140 -0.076 -0.300 -0.29
C 3.26642 0.16213 0.66682 0.547 0.197 0.141 -0.25
C 2.02945 0.71830 0.91854 -0.155 0.123 0.099 0.02
C 0.88249 0.10686 0.41670 0.411 -0.020 -0.083 -0.22
C 1.02652 -1.08465 -0.30764 0.153 0.098 0.074 -0.56
C 2.27244 -1.63634 -0.54746 -0.041 0.120 0.076 -0.08
C 3.40545 -0.99937 -0.06719 0.111 -0.081 -0.045 -0.05
H 4.39237 -1.39850 -0.23381 0.087 -0.115 -0.059 0.11
H 2.35272 -2.55458 -1.10765 -0.026 -0.068 -0.043 0.11
Cl -0.39072 -1.88721 -0.91200 -0.011 -0.046 -0.032 0.74
N -0.38949 0.62240 0.61167 -0.382 -0.523 -0.149 0.13
C -0.74406 1.87588 1.00092 -0.468 -0.206 -0.112 -0.42
O 0.01884 2.76327 1.29683 0.075 0.256 0.117 0.09
C -2.26140 2.07585 1.02718 0.071 0.677 -0.008 -0.06
H -2.51487 2.90425 0.35346 0.145 -0.170 0.205 0.14
H -2.56061 2.34313 2.04463 0.083 -0.071 -0.127 0.15
O -2.97037 0.91168 0.64470 -0.027 -0.218 0.184 -0.04
C -3.61528 0.93693 -0.55597 0.091 0.404 -0.156 -0.47
O -3.65995 1.92097 -1.25050 -0.048 -0.248 0.103 0.12
C -4.21015 -0.35317 -0.89101 -0.068 -0.495 0.138 0.03
C -4.06198 -1.46373 -0.14795 -0.093 0.680 -0.407 0.00
C -4.61283 -2.73725 -0.48403 0.218 -0.994 0.759 -0.28
C -4.51656 -3.94420 0.17882 0.023 0.916 -0.348 0.00
C -5.24244 -4.87590 -0.58541 -0.327 0.130 -0.580 -0.05
C -5.72902 -4.17971 -1.65548 0.013 -0.921 0.404 -0.10
O -5.35703 -2.89904 -1.60465 0.066 0.592 -0.146 0.06
H -6.33251 -4.48444 -2.48803 -0.069 0.072 -0.142 0.13
H -5.38604 -5.91551 -0.37505 -0.071 -0.215 -0.023 0.10
H -3.99047 -4.12627 1.09352 0.139 0.043 0.205 0.12
H -3.49686 -1.43562 0.77278 0.039 0.017 0.054 0.13
H -4.77244 -0.36931 -1.81231 -0.017 0.016 -0.057 0.13
H -1.14873 0.00335 0.34074 0.162 0.290 0.148 0.08
H 1.94577 1.61241 1.51251 -0.091 0.055 0.030 0.11
C 5.18649 2.02478 -1.08719 0.159 -0.219 -0.376 -0.10
H 5.85585 1.16841 -1.10125 0.056 0.045 -0.256 0.08
H 5.67926 2.87465 -1.55969 -0.009 -0.009 0.015 0.09
H 4.27169 1.78698 -1.64575 0.005 0.030 -0.014 0.09
H 4.47313 4.35887 0.19341 -0.002 -0.026 -0.004 0.09
H 3.05305 3.30149 0.00737 -0.013 0.024 -0.017 0.09
H 3.83610 3.48443 1.60006 -0.110 0.228 -0.028 0.08
```
Positions in Å, forces in eV/Å.

Computed properties:
**Net charge**: 0
**Calculated total energy**: -56527.1248 eV
**E_HOMO**: -8.8 eV
**Orbital gap**: 8.380 eV
**SMILES**: CN(C)S(=O)(=O)c1ccc(Cl)c(NC(=O)COC(=O)/C=C/c2ccco2)c1


No. 6
Formula: C17H17ClN4PdS
Source: OMol25
Level of theory: ωB97M-V with the def2-TZVPD basis set

XYZ file:
```
41
Properties=species:S:1:pos:R:3:forces:R:3:lowdin_charge:R:1
Pd 0.00355 0.71950 1.02754 -0.066 -0.107 -0.219 0.63
N -0.48445 4.02080 1.00854 0.071 -0.047 -0.052 0.09
C -0.36026 3.22925 2.09420 -0.160 -0.007 0.004 -0.92
N 0.67651 3.47027 2.90282 -0.092 0.153 0.142 0.10
S -1.54729 2.06074 2.46837 0.206 -0.050 -0.061 0.64
H 0.35003 4.41884 0.60466 -0.021 0.069 0.046 0.11
H -1.17485 3.71048 0.34325 -0.018 0.014 0.017 0.07
H 1.22880 4.30571 2.80792 0.060 -0.047 -0.032 0.11
H 0.73006 2.95113 3.76143 0.024 -0.033 -0.022 0.10
Cl -2.15922 -4.86423 0.80145 0.000 0.009 0.006 0.65
C -1.22599 -3.52763 1.41083 0.012 0.006 0.010 -0.68
C 0.11767 -3.42318 1.07319 0.011 -0.014 -0.004 -0.12
C 0.85325 -2.35298 1.54049 -0.013 -0.001 0.003 -0.06
C 0.27975 -1.36274 2.35712 0.056 0.039 0.070 -0.37
C 1.00858 -0.12593 2.68989 -0.102 -0.074 -0.094 -0.22
C -1.07496 -1.51227 2.69190 -0.001 -0.047 0.035 -0.08
C -1.82354 -2.58469 2.22557 -0.016 -0.004 -0.001 -0.11
H 0.57248 -4.17535 0.44262 0.001 0.001 0.001 0.10
H 1.89753 -2.26268 1.26335 -0.003 -0.006 -0.002 0.11
H 2.08872 -0.22586 2.63545 0.015 0.041 0.021 0.04
H 0.67901 0.34348 3.61420 0.038 0.031 0.002 0.03
H -1.54061 -0.78182 3.34234 0.004 0.007 -0.013 0.09
H -2.86713 -2.68457 2.49160 0.001 -0.004 -0.002 0.11
C -1.34035 0.92156 -0.62995 -0.008 0.046 0.020 -0.24
C -0.77705 0.38625 -1.87837 0.051 -0.006 -0.015 -0.34
C -0.69678 -0.99844 -2.09426 0.020 0.005 0.013 -0.05
C -0.06269 -1.51988 -3.20203 -0.008 -0.011 -0.003 -0.03
C 0.50841 -0.66693 -4.14968 0.016 -0.018 -0.017 -0.26
C 0.41048 0.71260 -3.97262 -0.012 0.023 0.007 -0.05
C -0.22431 1.22321 -2.85687 -0.018 -0.012 -0.020 -0.07
C 1.19491 -1.19980 -5.29139 -0.013 0.005 0.016 -0.20
N 1.76048 -1.62086 -6.20055 0.001 -0.002 -0.004 0.14
H -2.15903 0.29565 -0.26499 -0.014 0.025 0.008 0.05
H -1.71741 1.93824 -0.75854 0.033 0.016 0.007 0.02
H -1.12098 -1.66952 -1.35506 0.004 0.004 0.001 0.11
H -0.00269 -2.59124 -3.34392 0.002 0.000 -0.002 0.12
H 0.83236 1.37570 -4.71717 0.003 0.001 0.004 0.11
H -0.29031 2.29804 -2.72803 0.005 0.000 0.001 0.11
N 2.53324 0.60665 -0.74597 0.043 -0.062 -0.004 0.20
C 1.58205 0.59716 -0.08321 -0.069 0.090 0.204 -0.16
H 3.34205 0.56535 -1.32611 -0.043 -0.032 -0.069 0.10
```
Positions in Å, forces in eV/Å.

Computed properties:
**Net charge**: 0
**Calculated total energy**: -50701.7014 eV
**E_HOMO**: -7.0 eV
**Orbital gap**: 6.997 eV


In the order shown, the computed largest force on an atom values come out to 2.26, 4.76, 1.88, 4.19, 1.27, 0.25 eV/A.